No. 1
Here is 15 unconnected molecules or ions with the total composition H30O15 at a distorted geometry from OMol25. Energies are from wB97M-V/def2-TZVPD.

CARTESIAN COORDINATES (ANGSTROEM)
O -1.6898 1.9915 1.7953
H -1.3578 1.2315 1.3393
H -2.6228 1.9745 1.5993
O 1.7182 2.3435 -2.0337
H 1.8552 2.7325 -2.8947
H 2.2062 2.8505 -1.3857
O 0.7932 -2.7365 -2.2727
H 1.0892 -3.3155 -1.5907
H 1.3262 -1.9765 -2.0977
O -0.7228 -0.0915 -3.0817
H -1.6408 0.1145 -3.0987
H -0.4118 0.0845 -2.1977
O -2.2648 1.6065 -1.3167
H -1.9538 2.1405 -2.1177
H -1.4648 1.4665 -0.7647
O -0.2868 0.2565 -0.0777
H 0.5162 0.7195 -0.0177
H -0.0278 -0.6255 0.1953
O 0.9222 0.3335 2.5453
H 0.6302 0.9685 3.1923
H 0.1352 -0.1935 2.4443
O -1.2768 -1.2665 2.8113
H -0.9658 -1.9025 2.1623
H -0.8528 -1.5125 3.6523
O -2.3438 -2.3165 -1.2997
H -2.5948 -3.0885 -1.8267
H -1.5888 -1.9625 -1.8267
O -0.0698 -2.1995 0.6833
H -0.4128 -2.9425 0.2463
H 0.8002 -2.4625 0.9953
O 0.5162 3.4955 1.5323
H 0.1972 4.4045 1.4473
H -0.2618 2.9565 1.5903
O 2.7272 -1.8905 1.4803
H 2.6402 -1.1745 0.8793
H 2.8392 -1.5775 2.3063
O 2.1032 -0.3425 -2.2227
H 2.9552 -0.6385 -1.9067
H 2.1172 0.6345 -2.3137
O -3.4418 -0.5805 0.8353
H -2.7888 -0.2675 0.2183
H -4.3008 -0.6445 0.3353
O 2.3512 0.9295 0.3343
H 1.9272 0.8415 1.1683
H 2.9762 1.6335 0.5533

The value obtained for the orbital gap is 10.48 eV. The value obtained for the HOMO energy is -10.4 eV. Its total energy is -31200.460 eV. The maximum force comes out at 0.09848 hartree/bohr. The total charge is 0.


No. 2
Here is a molecular structure, H30O19S at a distorted geometry from OMol25. Energies are from wB97M-V/def2-TZVPD.

CARTESIAN COORDINATES (ANGSTROEM)
S -0.1683 -0.0842 -0.2609
O 1.2577 -0.1542 -0.3949
O -0.7013 -1.3812 -0.3039
O -0.4313 0.5148 1.0341
O -0.7133 0.8008 -1.2639
O 0.5417 0.5998 3.2741
H 0.1987 0.3358 2.4291
H 0.7647 -0.1622 3.8801
O 3.4207 -0.4032 1.1111
H 4.1027 -0.0642 0.4931
H 2.7497 -0.1872 0.4401
O -1.3603 2.5058 1.4471
H -1.0583 1.6488 1.5131
H -0.7643 2.6348 2.3331
O -2.3173 0.1858 -3.3259
H -2.5173 -0.6872 -3.3229
H -1.7113 0.5338 -2.5639
O 0.6367 3.5588 0.0281
H 0.3297 3.1758 -0.8879
H -0.1713 3.5578 0.4651
O -2.8513 1.8418 -1.0219
H -2.5613 2.1138 -0.1559
H -2.0763 1.2238 -1.0569
O 2.8447 1.1508 -1.6529
H 2.3617 0.4768 -1.1669
H 3.0417 1.8708 -1.1589
O 2.1997 2.5088 2.1301
H 1.9347 1.7698 2.5171
H 1.5487 2.6758 1.4461
O -2.3423 -0.0742 2.7671
H -2.2063 0.4978 3.4691
H -1.7513 0.3278 2.0221
O -2.9773 -2.3712 -1.2619
H -2.3443 -1.8712 -0.8999
H -2.7083 -3.2312 -0.9579
O 0.7587 -3.6262 0.3921
H 0.1287 -2.8372 0.1181
H 0.3687 -4.5402 0.3251
O 2.7777 -1.9012 -1.4199
H 2.2127 -1.2542 -1.1449
H 2.1397 -2.6802 -1.5659
O -1.2623 -2.6642 2.1701
H -1.0273 -2.1382 1.4501
H -1.8283 -1.9072 2.4141
O 0.3567 2.1308 -2.5869
H 1.2447 2.0168 -2.3739
H -0.1763 1.6768 -1.9569
O 0.1007 -2.5102 -2.5919
H 0.4447 -3.4122 -2.5639
H -0.4393 -2.1922 -1.8099

The value obtained for the orbital gap is 9.31 eV. The value obtained for the HOMO energy is -4.5 eV. Its total energy is -50223.732 eV. The maximum force comes out at 0.14461 hartree/bohr. The total charge is -2.


No. 3
Here is 16 unconnected molecules or ions with the total composition H30O19S at a distorted geometry from OMol25. Energies are from wB97M-V/def2-TZVPD.

CARTESIAN COORDINATES (ANGSTROEM)
S 0.0730 -0.2847 -0.0845
O -1.2929 -0.3107 -0.4786
O 0.5495 1.1225 0.0027
O 0.1693 -0.8507 1.3074
O 0.9270 -1.0469 -0.9704
O 2.5782 -3.3749 4.6892
H 3.4679 -3.2692 4.3524
H 2.0393 -2.8255 4.1200
O 1.1316 -1.7103 -5.6009
H 0.5949 -2.4988 -5.5211
H 1.2630 -1.4172 -4.6992
O 0.5366 5.0960 2.5573
H 1.2728 5.6517 2.3016
H 0.5680 4.3599 1.9461
O 3.1845 0.8782 4.9012
H 3.2947 0.1907 5.5580
H 2.6227 0.4845 4.2336
O -3.1190 0.0979 -5.2703
H -2.2212 0.3407 -5.4964
H -3.0790 -0.1314 -4.3418
O -6.9341 1.2674 -2.6259
H -6.0986 1.0267 -3.0262
H -6.6917 1.7118 -1.8135
O 1.9772 4.9011 -3.1854
H 1.8980 4.0777 -2.7039
H 2.6246 5.4057 -2.6930
O -2.6165 4.6146 -0.9479
H -1.9492 3.9787 -0.6899
H -2.3454 4.9073 -1.8180
O -5.5081 -2.0516 1.7223
H -5.9424 -1.4654 2.3420
H -4.8779 -1.4942 1.2659
O 4.6888 3.7784 1.3057
H 4.0646 3.2141 0.8494
H 4.6723 3.4709 2.2120
O -2.1667 -4.5121 2.6704
H -3.0803 -4.3335 2.4474
H -1.6923 -3.7326 2.3813
O 4.6806 -4.4442 0.7380
H 5.3451 -3.7617 0.6440
H 3.9585 -4.1545 0.1806
O 5.1643 -1.1806 -3.1018
H 4.2544 -1.2639 -2.8165
H 5.1729 -1.5461 -3.9864
O -3.1451 -4.4423 -2.7459
H -2.4220 -4.0530 -2.2541
H -3.5689 -5.0324 -2.1226
O -1.5863 1.5510 5.0589
H -0.9464 2.2111 4.7926
H -1.4906 0.8501 4.4139

The value obtained for the orbital gap is 5.04 eV. The value obtained for the HOMO energy is -0.8 eV. Its total energy is -50225.585 eV. The maximum force comes out at 0.08595 hartree/bohr. The total charge is -2.


No. 4
Here is a molecular structure, H31O15 at a distorted geometry from OMol25. Energies are from wB97M-V/def2-TZVPD.

CARTESIAN COORDINATES (ANGSTROEM)
O -0.5831 3.1723 2.1449
H 0.7416 1.7810 0.7623
H -0.7668 2.5897 2.8895
O -0.3679 -3.9253 -0.1000
H -1.1347 -4.4703 -0.0332
H 0.3176 -4.5105 -0.4684
O 0.8954 0.7067 0.7286
H -4.4936 -1.7291 -1.3239
H 1.0799 0.3595 -0.2217
O -1.3554 2.7725 -1.9927
H -2.1259 3.2884 -2.2736
H -1.2028 2.8591 -0.9873
O -0.6464 -1.4728 -2.2236
H -1.0383 -2.3824 -1.8723
H -0.6432 -1.1166 -1.3201
O -3.5831 -1.4213 -1.1820
H 2.6318 1.7339 0.0227
H -1.6528 -1.0776 -3.8784
O 3.6369 1.7003 -0.1854
H 3.7078 0.4829 0.9780
H -0.2564 -0.7442 -4.1102
O 1.3815 -0.6917 2.8858
H 1.3754 -1.6910 2.5696
H 0.9388 -0.1941 2.1848
O -1.1443 -0.8204 -4.5733
H -3.8047 -0.7801 -0.5165
H 1.1638 -0.2766 -2.3593
O -1.5711 -2.9281 2.8927
H -4.3621 2.5856 -0.1509
O 1.0837 3.3663 -0.0530
H 0.2785 3.0438 0.4976
H 0.6218 4.0977 -0.5178
O 3.6858 -0.2314 1.6518
H 2.5333 -0.4630 2.4002
H 4.2905 -0.0821 2.2159
O 1.7377 -0.2771 -1.6125
H 4.0542 2.5020 -0.0894
H 2.6680 -0.1350 -1.8225
O -3.7750 2.1756 0.6265
H -1.0479 3.8329 2.1417
H -3.3327 1.6669 -0.2463
O 0.7861 -2.1856 0.9571
H 1.4390 -2.2526 0.3173
H 0.1419 -2.9076 0.8482
H -1.5514 -3.4223 2.0787
H -2.0169 -2.1087 2.5670

The value obtained for the orbital gap (alpha / beta) is 2.48 / 10.05 eV. The value obtained for the HOMO energy (alpha / beta) is -2.5 / -10.2 eV. Its total energy is -31208.104 eV. The maximum force comes out at 0.27695 hartree/bohr. Its spin multiplicity is 2. The total charge is 0. Its expectation value of S² is 0.75.


No. 5
Here is 16 unconnected molecules or ions with the total composition H31O16 at a distorted geometry from OMol25. Energies are from wB97M-V/def2-TZVPD.

CARTESIAN COORDINATES (ANGSTROEM)
O 1.3063 0.5512 -0.6177
H 1.3651 0.8727 -1.5362
H 0.8025 -0.3359 -0.7120
O 2.0976 1.2032 2.2289
H 1.4736 1.1126 2.9572
H 4.2790 0.4645 1.8679
O 3.8012 -1.0647 -1.4861
H 2.8456 -0.8575 -1.4851
H 4.1926 -0.6240 -0.7152
O 4.4006 1.7559 0.0790
H 3.7760 1.1892 0.5864
H 4.1881 2.6057 0.4513
O -0.9166 -1.7391 1.6261
H -1.4500 -2.3696 2.0470
H -2.8211 -0.2999 1.4436
O -5.7615 -0.9107 -0.8299
H -5.0194 -0.6335 -1.3690
H -5.8416 -0.0596 -0.3646
O -4.6687 2.0285 -0.0769
H -4.1754 1.4411 0.4942
H -3.9080 2.5506 -0.3949
O 2.6525 -3.3132 0.2881
H 2.0797 -2.7101 -0.2068
H 3.5503 -3.0085 0.2364
O 3.8937 -0.3984 1.8926
H 2.9178 -0.4500 1.7692
O -2.4317 3.7361 -0.7447
H -1.6495 3.2730 -0.3200
H -2.4260 3.6672 -1.6738
O 0.2011 -1.7123 -0.5783
H 0.5614 -2.5884 -0.6363
H -0.5986 -1.7016 0.6224
O -2.5933 0.6042 1.5808
H -1.4541 1.1405 0.3025
H -1.8015 0.7394 2.0836
O -0.8053 -0.7696 -4.7142
H 0.0255 -1.2645 -4.7091
H -1.2798 -0.9889 -3.8771
O 0.8362 -0.7451 3.4437
H 0.1719 -1.0805 2.8067
H 1.5161 -1.4263 3.3945
O -1.6423 -0.7775 -2.2311
H -1.2778 0.1326 -2.2726
H -1.0025 -1.2966 -1.7071
O -0.8874 1.7841 -0.1108
H 1.4651 0.7878 1.6359
H 0.0124 1.4857 -0.4683

The value obtained for the orbital gap is 10.40 eV. The value obtained for the HOMO energy is -7.9 eV. Its total energy is -33265.940 eV. The maximum force comes out at 0.05821 hartree/bohr. The total charge is -1.